[1]
ORCA calculation (the ωB97M-V functional and the def2-TZVPD basis) on a structure of composition C11H20Cl2HfN2S.

Properties
- multiplicity = 1
- relative energy (zero: lowest compared OMol25 entry of this formula, charge and spin) (kcal per mole) = 71.43
- calculated total energy (eV) = -51897.879

```
37
C11H20Cl2HfN2S | the OMol25 dataset | the ωB97M-V functional and the def2-TZVPD basis
Hf -1.09 -1.14 -1.37
Cl -0.82 0.51 -3.08
Cl -2.30 -1.75 0.57
C -2.98 -1.22 -2.33
H -3.84 -1.86 -2.02
H -3.27 -0.88 -3.34
C 1.83 -1.77 0.20
C 1.15 -2.08 -0.89
H 1.33 -1.78 1.18
C 1.68 -1.80 -2.31
H 0.44 -2.96 -0.89
C 3.22 -1.98 -2.31
H 1.24 -2.49 -3.06
H 1.37 -0.79 -2.65
C 3.94 -1.24 -1.19
H 3.37 -3.06 -2.17
H 3.64 -1.72 -3.29
C 3.28 -1.42 0.21
H 4.96 -1.62 -1.14
H 4.04 -0.17 -1.42
H 3.84 -2.21 0.72
H 3.47 -0.54 0.84
S 0.16 0.64 0.07
C -0.82 1.68 1.09
N -0.55 1.88 2.39
C -1.48 2.56 3.29
C -2.89 2.34 2.78
C -3.03 2.75 1.32
N -1.86 2.33 0.55
H 0.32 1.48 2.74
H -1.26 3.63 3.34
H -1.35 2.13 4.29
H -3.60 2.92 3.38
H -3.16 1.28 2.89
H -3.13 3.83 1.24
H -3.91 2.28 0.87
H -1.93 2.25 -0.46
```

Atom charges from the Löwdin analysis, given in e for atoms 1 to 5: number 1, Hf, carries 0.5855; number 2, Cl, carries -0.0594; number 3, Cl, carries -0.0879; number 4, C, carries -0.4701; number 5, H, carries -0.1040

=====

[2]
ORCA calculation (the ωB97M-V functional and the def2-TZVPD basis) on a structure of composition C11H20Cl2N2SSc.

Properties
- multiplicity = 1
- relative energy (zero: lowest compared OMol25 entry of this formula, charge and spin) (kcal per mole) = 38.20
- calculated total energy (eV) = -71291.897
- charge = -1

```
37
C11H20Cl2N2SSc | the OMol25 dataset | the ωB97M-V functional and the def2-TZVPD basis
Sc -0.09 0.25 1.99
Cl -2.30 -0.06 1.50
Cl 0.29 1.54 3.84
C 1.29 0.40 -2.06
H 1.96 0.97 -2.74
H 0.51 -0.25 -2.48
C 2.05 -1.09 0.82
C 2.43 -1.36 -0.52
H 2.45 -0.22 1.39
C 2.09 -2.65 -1.15
H 2.98 -0.65 -1.14
C 1.04 -3.49 -0.40
H 1.74 -2.48 -2.18
H 3.02 -3.25 -1.27
C 1.27 -3.49 1.12
H 0.05 -3.07 -0.62
H 1.03 -4.51 -0.79
C 1.23 -2.03 1.67
H 0.47 -4.07 1.60
H 2.22 -3.95 1.42
H 0.11 -1.78 1.78
H 1.66 -2.05 2.68
S 0.88 1.10 -0.56
C 0.29 2.78 -0.58
N -0.58 3.24 -1.47
C -1.30 4.51 -1.24
C -0.37 5.50 -0.58
C 0.29 4.93 0.66
N 0.69 3.53 0.45
H -0.92 2.58 -2.16
H -2.18 4.31 -0.62
H -1.64 4.89 -2.21
H -0.91 6.42 -0.33
H 0.41 5.78 -1.30
H -0.40 4.95 1.52
H 1.17 5.54 0.91
H 1.38 3.14 1.11
```

Atom charges from the Löwdin analysis, given in e for atoms 1 to 5: number 1, Sc, carries -0.0393; number 2, Cl, carries -0.1214; number 3, Cl, carries -0.1421; number 4, C, carries -0.5312; number 5, H, carries -0.0154

=====

[3]
ORCA calculation (the ωB97M-V functional and the def2-TZVPD basis) on a structure of composition C11H20Cl2O3Pt.

Properties
- multiplicity = 5
- <S²> = 6.031
- relative energy (zero: lowest compared OMol25 entry of this formula, charge and spin) (kcal per mole) = 0.00
- calculated total energy (eV) = -46160.280
- charge = -2

```
37
C11H20Cl2O3Pt | the OMol25 dataset | the ωB97M-V functional and the def2-TZVPD basis
C 1.69 0.84 -0.45
C 1.59 0.67 0.96
C 0.28 1.06 1.35
C 2.66 0.16 1.83
C -0.44 1.46 0.20
C 0.44 1.34 -0.92
C 0.14 1.76 -2.27
C 2.85 0.49 -1.28
C -0.20 1.07 2.74
C -1.86 1.80 0.12
Pt -0.97 -1.57 -1.71
Cl 1.74 -3.38 2.09
Cl 1.02 -2.78 -1.64
O -2.85 -0.80 -1.98
H 3.12 -0.73 1.41
H 2.29 -0.15 2.80
H 3.45 0.90 2.00
H 0.10 0.18 3.29
H -1.29 1.14 2.78
H 0.18 1.94 3.32
H -2.31 1.84 1.11
H -2.42 1.07 -0.49
H -1.99 2.79 -0.34
H -0.88 2.13 -2.36
H 0.21 0.95 -3.00
H 0.79 2.56 -2.63
H 3.36 -0.37 -0.87
H 3.57 1.31 -1.32
H 2.54 0.27 -2.30
H -3.38 -1.63 -1.92
O -0.49 -0.71 -3.30
H -1.39 -0.65 -3.73
C -2.33 -3.03 1.33
O -1.84 -1.99 0.51
H -1.79 -3.91 0.94
H -3.45 -3.02 1.26
H -2.11 -3.02 2.47
```

Atom charges from the Löwdin analysis, given in e for atoms 1 to 5: number 1, C, carries -0.1910; number 2, C, carries -0.1820; number 3, C, carries -0.2106; number 4, C, carries -0.0739; number 5, C, carries -0.1864

=====

Question: What is the multiplicity in the first record?
Answer: 1

=====

Please write out number 3 again, unchanged.
ORCA calculation (the ωB97M-V functional and the def2-TZVPD basis) on a structure of composition C11H20Cl2O3Pt.

Properties
- multiplicity = 5
- <S²> = 6.031
- relative energy (zero: lowest compared OMol25 entry of this formula, charge and spin) (kcal per mole) = 0.00
- calculated total energy (eV) = -46160.280
- charge = -2

```
37
C11H20Cl2O3Pt | the OMol25 dataset | the ωB97M-V functional and the def2-TZVPD basis
C 1.69 0.84 -0.45
C 1.59 0.67 0.96
C 0.28 1.06 1.35
C 2.66 0.16 1.83
C -0.44 1.46 0.20
C 0.44 1.34 -0.92
C 0.14 1.76 -2.27
C 2.85 0.49 -1.28
C -0.20 1.07 2.74
C -1.86 1.80 0.12
Pt -0.97 -1.57 -1.71
Cl 1.74 -3.38 2.09
Cl 1.02 -2.78 -1.64
O -2.85 -0.80 -1.98
H 3.12 -0.73 1.41
H 2.29 -0.15 2.80
H 3.45 0.90 2.00
H 0.10 0.18 3.29
H -1.29 1.14 2.78
H 0.18 1.94 3.32
H -2.31 1.84 1.11
H -2.42 1.07 -0.49
H -1.99 2.79 -0.34
H -0.88 2.13 -2.36
H 0.21 0.95 -3.00
H 0.79 2.56 -2.63
H 3.36 -0.37 -0.87
H 3.57 1.31 -1.32
H 2.54 0.27 -2.30
H -3.38 -1.63 -1.92
O -0.49 -0.71 -3.30
H -1.39 -0.65 -3.73
C -2.33 -3.03 1.33
O -1.84 -1.99 0.51
H -1.79 -3.91 0.94
H -3.45 -3.02 1.26
H -2.11 -3.02 2.47
```

Atom charges from the Löwdin analysis, given in e for atoms 1 to 5: number 1, C, carries -0.1910; number 2, C, carries -0.1820; number 3, C, carries -0.2106; number 4, C, carries -0.0739; number 5, C, carries -0.1864